No. 1
Below is C33H32CuN4OPSe2 as an isolated structure, with properties calculated with the ωB97M-V functional and the def2-TZVPD basis.

```
! wB97M-V def2-TZVPD RIJCOSX def2/J DEFGRID3
* xyz -1 2
Cu 0.485 1.487 -0.424
O -0.060 4.786 1.889
C 0.141 3.937 1.008
N 0.566 2.687 1.144
C 0.816 2.290 2.516
C -0.435 1.774 3.195
C -0.904 2.329 4.381
C -2.072 1.841 4.940
C -2.749 0.820 4.292
C -2.211 0.329 3.113
N -1.080 0.781 2.580
C -0.159 4.307 -0.433
C -0.482 5.609 -0.779
C -0.745 5.893 -2.108
C -0.690 4.868 -3.043
C -0.371 3.592 -2.609
N -0.108 3.326 -1.334
H 1.565 1.495 2.527
H 1.203 3.135 3.087
H -0.365 3.152 4.832
H -2.459 2.264 5.859
H -3.676 0.419 4.680
H -2.719 -0.449 2.553
H -0.515 6.352 0.004
H -0.990 6.902 -2.416
H -0.892 5.048 -4.090
H -0.326 2.748 -3.287
Se 3.760 1.178 -1.346
P 2.151 -1.892 -1.028
Se 2.443 0.027 0.181
C 0.991 -2.839 0.045
C 0.417 -2.379 1.226
C -0.494 -3.168 1.921
C -0.841 -4.423 1.449
C -0.279 -4.890 0.267
C 0.622 -4.100 -0.428
C 3.727 -2.713 -0.542
C 4.786 -2.614 -1.441
C 6.020 -3.181 -1.147
C 6.204 -3.861 0.046
C 5.154 -3.962 0.953
C 3.928 -3.386 0.663
H 0.653 -1.391 1.607
H -0.939 -2.792 2.834
H -1.554 -5.032 1.992
H -0.550 -5.865 -0.119
H 1.046 -4.461 -1.359
H 4.642 -2.070 -2.367
H 6.838 -3.088 -1.851
H 7.164 -4.308 0.275
H 5.296 -4.485 1.891
H 3.118 -3.458 1.379
C -4.268 -0.203 -0.868
N -3.152 0.131 -0.010
C -2.849 1.549 -0.091
C -1.966 -0.699 -0.242
C -1.313 -0.585 -1.604
C -1.770 -1.386 -2.653
C -1.226 -1.281 -3.923
C -0.210 -0.362 -4.151
C 0.263 0.415 -3.103
C -0.258 0.315 -1.808
H -5.145 0.371 -0.558
H -4.503 -1.265 -0.776
H -4.078 0.015 -1.932
H -3.693 2.126 0.298
H -2.647 1.887 -1.122
H -1.971 1.773 0.516
H -2.244 -1.741 -0.050
H -1.234 -0.406 0.510
H -2.558 -2.110 -2.467
H -1.590 -1.911 -4.727
H 0.237 -0.277 -5.135
H 1.103 1.081 -3.282
*
```

Its HOMO-LUMO gap (spin up / spin down) is 6.42 / 6.56 eV. For the energy above the lowest of the compared OMol25 structures with the same formula, charge and spin, the calculation gives 45.8 kJ/mol.

***

No. 2
Below is C33H32ErI2N3O5S2 as an isolated structure, with properties calculated with the ωB97M-V functional and the def2-TZVPD basis.

```
! wB97M-V def2-TZVPD RIJCOSX def2/J DEFGRID3
* xyz -2 4
Er 0.011 0.575 1.521
C 0.897 1.494 -3.143
C 1.114 0.949 -1.753
N 0.127 0.716 -0.980
N -1.097 0.824 -1.697
C -2.175 0.518 -1.079
S -2.477 0.070 0.555
S -3.559 0.621 -2.207
C -4.436 -0.911 -1.797
C -3.839 -2.169 -2.367
C -2.835 -2.852 -1.680
C -2.282 -4.014 -2.205
C -2.721 -4.497 -3.431
C -3.715 -3.820 -4.126
C -4.271 -2.665 -3.594
C 2.523 0.624 -1.389
C 3.453 0.508 -2.427
C 4.767 0.131 -2.218
C 5.185 -0.138 -0.922
C 4.302 -0.026 0.130
C 2.969 0.359 -0.084
O 2.137 0.509 0.921
H -0.038 2.034 -3.194
H 0.837 0.688 -3.877
H 1.723 2.150 -3.416
H -5.445 -0.746 -2.180
H -4.487 -0.969 -0.709
H -2.498 -2.482 -0.717
H -1.522 -4.553 -1.650
H -2.294 -5.407 -3.834
H -4.064 -4.195 -5.081
H -5.051 -2.139 -4.135
H 3.126 0.692 -3.439
H 5.445 0.035 -3.055
H 6.206 -0.445 -0.727
H 4.624 -0.236 1.140
C -0.559 3.338 0.877
C -0.826 2.913 2.201
C 0.424 2.792 2.878
C 1.442 3.157 1.964
C 0.835 3.482 0.741
C 1.565 3.956 -0.478
C 2.904 3.303 2.247
C 0.539 2.596 4.365
C -2.157 2.840 2.896
C -1.587 3.734 -0.145
H 1.965 4.969 -0.346
H 0.907 3.979 -1.350
H 2.416 3.313 -0.726
H 3.208 4.355 2.194
H 3.516 2.758 1.520
H 3.169 2.933 3.236
H 0.042 3.410 4.907
H 1.581 2.578 4.689
H 0.086 1.661 4.708
H -2.351 3.746 3.485
H -2.211 1.993 3.586
H -2.976 2.720 2.187
H -1.560 4.815 -0.325
H -2.593 3.479 0.187
H -1.437 3.243 -1.108
O 0.261 -6.384 -0.813
C -0.326 -5.969 0.211
O -1.077 -6.569 0.999
C -0.072 -4.479 0.537
C 0.771 -3.722 -0.267
C 0.969 -2.385 0.018
N 0.378 -1.776 1.045
C -0.429 -2.499 1.836
C -0.672 -3.845 1.621
C -1.118 -1.742 2.980
O -2.005 -2.278 3.607
O -0.666 -0.527 3.166
H 1.248 -4.199 -1.112
H 1.610 -1.769 -0.602
H -1.342 -4.391 2.268
I 2.577 -0.135 3.124
I 2.912 -0.626 5.841
*
```

Its HOMO-LUMO gap (spin up / spin down) is 6.25 / 6.24 eV. For the energy above the lowest of the compared OMol25 structures with the same formula, charge and spin, the calculation gives 51.4 kJ/mol.

***

No. 3
Below is C33H32IN2O2PbS2Si as an isolated structure, with properties calculated with the ωB97M-V functional and the def2-TZVPD basis.

```
! wB97M-V def2-TZVPD RIJCOSX def2/J DEFGRID3
* xyz 1 1
Pb -0.425 -1.665 -1.578
C 1.031 1.806 -0.677
Si -0.660 2.177 0.106
C -1.998 1.361 -0.973
N -2.324 -0.091 -0.826
C -3.319 -0.464 -1.870
C -4.688 0.177 -1.666
C -5.232 -0.113 -0.245
C -4.258 -0.974 0.559
C -2.866 -0.356 0.561
C -0.962 1.945 1.920
C -0.167 1.200 2.791
C -0.464 1.147 4.148
C -1.557 1.838 4.652
C -2.362 2.582 3.796
C -2.062 2.639 2.445
C -0.718 3.998 -0.312
C -0.997 4.449 -1.607
C -0.893 5.793 -1.936
C -0.498 6.713 -0.974
C -0.217 6.286 0.317
C -0.325 4.941 0.643
H 1.758 2.483 -0.222
H 0.913 2.125 -1.716
H -1.727 1.554 -2.017
H -2.912 1.942 -0.789
H -3.434 -1.548 -1.866
H -2.906 -0.185 -2.845
H -5.355 -0.216 -2.434
H -4.625 1.250 -1.843
H -6.199 -0.613 -0.301
H -5.397 0.827 0.287
H -4.230 -1.989 0.162
H -4.586 -1.060 1.596
H -2.169 -0.988 1.115
H -2.920 0.596 1.086
H 0.698 0.663 2.421
H 0.166 0.570 4.814
H -1.779 1.806 5.711
H -3.217 3.122 4.184
H -2.692 3.235 1.789
H -1.315 3.751 -2.376
H -1.117 6.124 -2.943
H -0.413 7.762 -1.230
H 0.088 7.003 1.069
H -0.112 4.624 1.658
S -2.096 -3.481 -0.723
C -0.618 -4.327 -0.395
N 0.523 -3.683 -0.436
C 1.609 -4.547 -0.212
C 2.959 -4.212 -0.205
C 3.890 -5.204 0.036
C 3.497 -6.524 0.276
C 2.160 -6.870 0.279
C 1.227 -5.869 0.030
S -0.505 -6.008 -0.060
H 3.266 -3.193 -0.379
H 4.944 -4.951 0.040
H 4.245 -7.284 0.460
H 1.847 -7.891 0.464
I 7.444 -2.966 -2.611
C 5.858 -1.935 -1.741
C 4.861 -1.407 -2.550
C 3.809 -0.717 -1.967
C 3.748 -0.566 -0.584
C 4.762 -1.087 0.215
C 5.815 -1.780 -0.359
C 2.668 0.215 0.069
O 2.657 0.559 1.216
O 1.632 0.477 -0.781
H 4.904 -1.532 -3.623
H 3.031 -0.299 -2.592
H 4.706 -0.956 1.288
H 6.599 -2.192 0.262
*
```

Its HOMO-LUMO gap is 7.22 eV.

***

No. 4
Below is C33H32P2SeTc as an isolated structure, with properties calculated with the ωB97M-V functional and the def2-TZVPD basis.

```
! wB97M-V def2-TZVPD RIJCOSX def2/J DEFGRID3
* xyz 2 2
Tc 0.598 1.706 0.745
C 2.436 2.483 1.765
C 1.364 3.287 2.237
C 0.563 3.991 1.329
C 0.766 3.835 -0.062
C 1.891 3.098 -0.531
C 2.732 2.458 0.383
H 3.052 1.927 2.455
H 1.151 3.323 3.297
H -0.275 4.576 1.687
H 0.080 4.282 -0.770
H 2.076 3.012 -1.593
H 3.563 1.861 0.032
C -0.137 -0.564 -2.312
C -0.636 0.876 -2.568
P -2.096 1.517 -1.679
C -1.883 0.966 0.067
C -1.736 1.909 1.101
C -1.670 1.472 2.436
C -1.863 0.132 2.739
C -2.162 -0.776 1.725
C -2.156 -0.371 0.406
C -3.505 0.557 -2.242
C -3.377 -0.526 -3.110
C -4.507 -1.231 -3.503
C -5.756 -0.861 -3.027
C -5.885 0.223 -2.165
C -4.764 0.935 -1.775
C 1.257 -0.659 -1.675
P 1.438 -0.483 0.138
C 0.723 -1.956 0.906
C 0.229 -3.013 0.147
C -0.245 -4.157 0.776
C -0.206 -4.261 2.159
C 0.302 -3.214 2.920
C 0.752 -2.063 2.297
C 3.228 -0.669 0.410
C 4.134 -0.825 -0.638
C 5.493 -0.958 -0.371
C 5.954 -0.945 0.936
C 5.055 -0.803 1.986
C 3.702 -0.663 1.724
H -0.056 -1.063 -3.278
H -0.857 -1.152 -1.748
H -0.916 1.005 -3.617
H 0.151 1.615 -2.401
H -1.836 2.960 0.845
H -1.552 2.198 3.231
H -1.847 -0.195 3.771
H -2.385 -1.806 1.972
H -2.417 -1.082 -0.367
H -2.415 -0.818 -3.508
H -4.411 -2.062 -4.189
H -6.635 -1.409 -3.338
H -6.862 0.521 -1.810
H -4.867 1.801 -1.130
H 1.908 0.103 -2.109
H 1.707 -1.621 -1.932
H 0.216 -2.970 -0.935
H -0.628 -4.975 0.181
H -0.561 -5.160 2.644
H 0.347 -3.298 3.999
H 1.129 -1.247 2.903
H 3.808 -0.853 -1.667
H 6.187 -1.081 -1.191
H 7.011 -1.056 1.140
H 5.408 -0.810 3.009
H 3.013 -0.570 2.556
Se -2.324 3.595 -1.817
*
```

Its HOMO-LUMO gap (spin up / spin down) is 5.55 / 5.09 eV. For the energy above the lowest of the compared OMol25 structures with the same formula, charge and spin, the calculation gives 157.0 kJ/mol.

***

No. 5
Below is C33H33AsCl2CoNO4PS as an isolated structure, with properties calculated with the ωB97M-V functional and the def2-TZVPD basis.

```
! wB97M-V def2-TZVPD RIJCOSX def2/J DEFGRID3
* xyz 1 5
Co -0.557 -0.371 0.813
Cl 0.248 -0.045 5.705
C 1.447 -0.056 4.510
C 2.785 -0.044 4.854
C 3.762 -0.065 3.873
Cl 5.395 -0.089 4.351
C 3.436 -0.075 2.469
C 4.376 -0.118 1.430
C 3.934 -0.122 0.131
C 2.560 -0.071 -0.124
N 1.660 -0.040 0.846
C 2.089 -0.061 2.115
C 1.036 -0.097 3.128
O -0.153 -0.168 2.787
H 3.067 -0.029 5.897
H 5.433 -0.152 1.660
H 4.629 -0.165 -0.696
H 2.176 -0.053 -1.137
S -2.725 -0.598 0.094
C -3.441 1.032 0.100
C -4.823 1.165 0.235
C -5.411 2.420 0.258
C -4.635 3.567 0.148
C -3.263 3.448 -0.003
C -2.672 2.190 -0.044
As -0.779 1.910 -0.230
C -0.011 3.655 0.068
C -0.041 4.644 -0.909
C 0.470 5.904 -0.631
C 1.010 6.178 0.620
C 1.041 5.192 1.596
C 0.533 3.931 1.318
C -0.533 1.665 -2.140
C -1.546 1.134 -2.928
C -1.308 0.861 -4.269
C -0.061 1.111 -4.825
C 0.954 1.642 -4.039
C 0.720 1.916 -2.698
H -5.427 0.273 0.334
H -6.485 2.505 0.370
H -5.094 4.546 0.181
H -2.653 4.338 -0.089
H -0.461 4.435 -1.886
H 0.442 6.676 -1.389
H 1.406 7.162 0.834
H 1.457 5.407 2.572
H 0.550 3.161 2.082
H -2.519 0.935 -2.498
H -2.102 0.455 -4.882
H 0.119 0.897 -5.871
H 1.923 1.854 -4.474
H 1.508 2.349 -2.091
C -3.161 -4.457 0.302
C -1.846 -4.110 0.951
O -0.888 -3.775 -0.087
P 0.073 -2.527 0.082
O 0.689 -2.418 -1.384
C -0.172 -2.260 -2.547
C -0.187 -3.533 -3.355
O 1.335 -3.013 0.931
C 2.018 -4.271 0.695
C 2.369 -4.880 2.028
H -3.807 -4.965 1.018
H -2.990 -5.126 -0.542
H -3.667 -3.561 -0.056
H -1.436 -4.948 1.515
H -1.955 -3.257 1.627
H 0.245 -1.427 -3.111
H -1.175 -1.975 -2.219
H 0.812 -3.766 -3.725
H -0.856 -3.420 -4.209
H -0.538 -4.366 -2.745
H 2.907 -4.052 0.105
H 1.373 -4.928 0.110
H 2.948 -4.176 2.629
H 2.968 -5.779 1.880
H 1.470 -5.150 2.582
*
```

Its HOMO-LUMO gap (spin up / spin down) is 6.41 / 4.53 eV.

***

No. 6
Below is C33H33AuN5O3 as an isolated structure, with properties calculated with the ωB97M-V functional and the def2-TZVPD basis.

```
! wB97M-V def2-TZVPD RIJCOSX def2/J DEFGRID3
* xyz 3 1
Au 0.313 0.117 -0.244
C -2.644 -0.926 -3.244
O -2.700 -1.831 -2.058
C -1.770 -1.450 -1.259
N -0.974 -0.504 -1.668
C -1.352 -0.092 -3.047
C -1.505 1.401 -3.147
C -0.833 2.095 -4.145
C -0.974 3.474 -4.245
C -1.779 4.154 -3.343
C -2.448 3.463 -2.338
C -2.314 2.087 -2.242
C -1.577 -2.013 0.103
C -2.239 -3.033 0.756
C -1.832 -3.341 2.058
C -0.797 -2.640 2.683
C -0.185 -1.629 1.969
N -0.589 -1.362 0.724
C 0.925 -0.714 2.347
N 1.287 0.222 1.518
C 2.480 0.941 2.055
C 2.673 0.189 3.402
O 1.575 -0.822 3.448
C 3.645 0.860 1.106
C 4.029 -0.364 0.559
C 5.130 -0.434 -0.280
C 5.857 0.718 -0.562
C 5.477 1.934 -0.013
C 4.364 2.014 0.816
H -3.553 -0.331 -3.212
H -2.628 -1.563 -4.123
H -0.566 -0.435 -3.722
H -0.219 1.561 -4.861
H -0.474 4.009 -5.041
H -1.909 5.224 -3.435
H -3.093 3.995 -1.651
H -2.867 1.551 -1.476
H -3.044 -3.570 0.272
H -2.331 -4.138 2.595
H -0.479 -2.875 3.691
H 2.206 1.983 2.226
H 2.550 0.817 4.278
H 3.601 -0.373 3.452
H 3.497 -1.277 0.811
H 5.441 -1.385 -0.690
H 6.733 0.659 -1.194
H 6.060 2.823 -0.216
H 4.059 2.964 1.242
C -0.308 7.245 -1.663
C 1.104 6.683 -1.666
N 1.567 6.310 -0.326
C 1.718 7.384 0.678
C 0.613 7.382 1.721
C 1.923 5.085 0.033
O 2.314 4.745 1.149
C 1.891 3.929 -0.950
C 2.811 3.738 -1.973
C 2.924 2.491 -2.575
C 2.143 1.451 -2.124
N 1.247 1.654 -1.141
C 1.101 2.861 -0.577
H -0.589 7.538 -2.675
H -0.382 8.135 -1.041
H -1.023 6.508 -1.293
H 1.802 7.421 -2.069
H 1.155 5.803 -2.309
H 1.737 8.323 0.126
H 2.689 7.255 1.153
H -0.369 7.505 1.267
H 0.769 8.208 2.414
H 0.627 6.456 2.294
H 3.459 4.550 -2.280
H 3.641 2.309 -3.363
H 2.235 0.448 -2.519
H 0.387 2.955 0.231
*
```

Its HOMO-LUMO gap is 5.83 eV.